[1]
{"formula": "C2H5NO2S", "method": "wB97M-V/def2-TZVPD", "e_lumo_ha": 0.0159, "energy_ha": -682.5853, "smiles": "N=C=O.OCS", "homo_energy_ev": -9.41, "gap_ev": 9.8427, "symbols": ["N", "C", "O", "H", "O", "C", "S", "H", "H", "H", "H"], "coordinates": [[1.273, -0.534, 0.665], [1.495, -1.662, 0.992], [1.866, -2.544, 1.635], [0.985, -0.108, -0.292], [0.004, 0.928, -1.446], [-1.067, 0.421, -0.750], [-1.136, 1.184, 0.927], [-0.108, 1.865, -1.514], [-1.073, -0.698, -0.584], [-2.143, 0.766, -1.171], [-0.097, 0.380, 1.540]], "nbo_charge": [-0.812, 0.843, -0.493, 0.456, -0.724, -0.226, -0.146, 0.494, 0.216, 0.200, 0.191]}

[2]
{"formula": "C23H41N2OP3Rh", "method": "wB97M-V/def2-TZVPD", "e_lumo_ha": [-0.3183, -0.4480], "total_charge": 3, "energy_ha": -2219.1933, "spin_multiplicity": 5, "homo_energy_ev": [-13.03, -17.50], "gap_ev": [4.3653, 5.3107], "symbols": ["Rh", "P", "P", "P", "H", "C", "C", "H", "C", "C", "C", "C", "C", "C", "C", "C", "C", "H", "H", "H", "H", "H", "H", "H", "H", "H", "H", "H", "H", "H", "H", "H", "H", "H", "H", "H", "H", "H", "H", "H", "H", "H", "H", "H", "H", "H", "C", "C", "C", "C", "C", "C", "O", "H", "H", "H", "H", "H", "H", "N", "C", "C", "C", "C", "C", "N", "C", "H", "H", "H", "H"], "coordinates": [[-0.110, 0.439, 0.189], [1.808, 0.915, -0.764], [-1.066, 2.537, -0.672], [0.502, -1.390, 1.593], [-2.526, 0.123, -0.897], [-2.121, -0.387, -0.021], [-2.148, 0.281, 1.231], [-2.683, 1.230, 1.311], [1.397, 0.247, -2.422], [2.494, 2.564, -1.131], [3.307, 0.036, -0.214], [-2.831, 2.972, -0.336], [-0.293, 4.192, -0.358], [-1.171, 2.461, -2.520], [-0.733, -2.137, 2.727], [2.072, -1.608, 2.517], [0.627, -2.734, 0.375], [-2.038, -1.473, -0.054], [-2.119, -0.290, 2.159], [2.313, -0.054, -2.947], [0.819, 0.943, -3.038], [0.734, -0.603, -2.211], [3.474, 2.451, -1.619], [2.643, 3.112, -0.193], [1.844, 3.144, -1.796], [4.139, 0.252, -0.901], [3.151, -1.049, -0.171], [3.581, 0.406, 0.782], [-3.172, 3.687, -1.099], [-2.955, 3.436, 0.649], [-3.463, 2.080, -0.387], [-0.391, 4.824, -1.253], [0.766, 4.095, -0.107], [-0.789, 4.699, 0.477], [-1.915, 3.194, -2.864], [-1.500, 1.456, -2.814], [-0.205, 2.685, -2.989], [-0.384, -3.129, 3.043], [-1.699, -2.250, 2.227], [-0.868, -1.505, 3.611], [2.385, -2.658, 2.433], [1.932, -1.372, 3.577], [2.869, -0.974, 2.121], [0.521, -3.714, 0.849], [1.587, -2.674, -0.144], [-0.161, -2.600, -0.368], [0.106, -3.850, -3.013], [0.278, -4.077, -4.391], [-0.398, -5.151, -4.964], [-1.200, -5.999, -4.183], [-1.271, -5.809, -2.795], [-0.592, -4.757, -2.207], [0.458, -2.683, -2.366], [1.071, -2.109, -2.872], [0.896, -3.412, -4.990], [-0.331, -5.339, -6.036], [-1.763, -6.822, -4.655], [-1.870, -6.473, -2.164], [-0.628, -4.566, -1.142], [-1.719, 6.131, 3.922], [-1.233, 5.063, 3.910], [-0.634, 3.758, 3.906], [0.011, 3.244, 5.042], [0.599, 1.987, 4.964], [0.552, 1.317, 3.733], [-0.065, 1.802, 2.652], [-0.713, 2.962, 2.761], [0.020, 3.837, 5.953], [1.095, 1.504, 5.815], [1.025, 0.333, 3.638], [-1.322, 3.254, 1.900]], "mulliken_spin": [0.922, -0.044, 0.019, 0.007, -0.002, 0.028, -0.035, 0.004, 0.092, -0.003, 0.018, 0.000, 0.007, 0.006, -0.005, -0.006, 0.041, -0.005, -0.010, 0.005, -0.001, -0.068, 0.000, 0.000, -0.001, 0.001, 0.002, 0.003, 0.000, 0.001, 0.000, 0.000, 0.000, -0.007, 0.000, -0.001, 0.001, -0.001, -0.001, -0.003, 0.002, 0.008, 0.004, 0.001, 0.002, -0.026, 0.299, 0.053, 0.091, 0.254, 0.061, 0.096, 0.152, -0.009, -0.002, 0.008, -0.002, 0.005, 0.007, 0.394, -0.012, 0.452, 0.151, 0.165, 0.315, -0.046, 0.155, 0.015, 0.008, 0.238, 0.199]}

[3]
{"formula": "C16H36BF2FeN4O2P2SSe", "method": "wB97M-V/def2-TZVPD", "e_lumo_ha": [-0.0692, -0.0811], "total_charge": 1, "energy_ha": -5971.2796, "spin_multiplicity": 5, "homo_energy_ev": [-9.22, -9.52], "gap_ev": [7.3319, 7.3077], "symbols": ["Fe", "C", "P", "C", "C", "O", "H", "H", "H", "H", "H", "H", "H", "H", "H", "C", "C", "C", "S", "O", "C", "C", "C", "H", "H", "H", "H", "H", "H", "H", "H", "H", "H", "H", "H", "H", "H", "Se", "C", "N", "C", "N", "C", "N", "C", "N", "C", "P", "C", "C", "H", "H", "H", "H", "H", "H", "H", "H", "H", "H", "H", "H", "H", "F", "B", "F"], "coordinates": [[0.305, -0.535, 0.002], [1.000, -3.981, -0.497], [-0.481, -3.607, 0.454], [-1.777, -4.718, -0.104], [-0.136, -3.987, 2.173], [-0.917, -2.167, 0.249], [1.411, -4.944, -0.213], [1.745, -3.206, -0.310], [0.764, -3.986, -1.561], [-1.459, -5.752, -0.015], [-2.014, -4.503, -1.144], [-2.668, -4.568, 0.502], [-0.017, -5.057, 2.310], [-0.952, -3.623, 2.795], [0.774, -3.476, 2.482], [6.262, -0.335, 0.737], [4.941, 0.192, 0.195], [4.679, -0.347, -1.202], [3.070, 0.021, -1.925], [2.103, -0.557, -0.895], [3.012, 1.835, -1.776], [2.343, 2.375, -0.521], [1.894, 3.813, -0.732], [6.460, 0.071, 1.726], [7.092, -0.059, 0.089], [6.246, -1.418, 0.819], [4.965, 1.284, 0.174], [4.121, -0.106, 0.854], [4.716, -1.438, -1.212], [5.410, 0.006, -1.931], [2.474, 2.162, -2.664], [4.047, 2.161, -1.869], [3.017, 2.310, 0.335], [1.465, 1.756, -0.271], [2.726, 4.452, -1.021], [1.471, 4.218, 0.184], [1.141, 3.869, -1.514], [1.245, -0.287, 2.250], [-0.179, -0.796, 3.286], [-1.102, -1.101, 3.909], [-3.700, 2.775, 1.062], [-3.588, 1.360, 1.588], [-4.579, 0.484, 0.844], [-4.372, 0.558, -0.555], [-4.456, 1.939, -1.007], [-3.500, 2.811, -0.339], [-2.129, 2.600, -0.785], [-1.620, 0.818, -0.647], [-2.210, 0.857, 1.316], [-3.179, -0.116, -1.051], [-2.950, 3.372, 1.587], [-4.705, 3.133, 1.310], [-3.809, 1.348, 2.589], [-5.581, 0.844, 1.103], [-4.438, -0.536, 1.210], [-5.463, 2.315, -0.803], [-4.280, 1.973, -2.083], [-1.459, 3.232, -0.195], [-2.064, 2.918, -1.828], [-1.517, 1.473, 1.896], [-2.163, -0.165, 1.702], [-3.108, -1.119, -0.620], [-3.279, -0.210, -2.134], [-0.490, -0.676, -2.823], [-0.731, 0.607, -2.472], [0.169, 1.435, -3.014]], "nbo_charge": [1.317, -1.018, 1.947, -1.004, -1.021, -1.184, 0.259, 0.258, 0.262, 0.256, 0.261, 0.261, 0.254, 0.282, 0.271, -0.601, -0.417, -0.583, 1.279, -1.093, -0.597, -0.409, -0.605, 0.229, 0.209, 0.210, 0.205, 0.222, 0.242, 0.239, 0.256, 0.240, 0.219, 0.201, 0.214, 0.221, 0.211, -0.320, 0.039, -0.437, -0.045, -0.390, -0.045, -0.445, -0.071, -0.445, -0.506, 0.486, -0.650, -0.510, 0.222, 0.212, 0.420, 0.211, 0.225, 0.209, 0.220, 0.228, 0.233, 0.221, 0.233, 0.241, 0.231, -0.530, 0.797, -0.528]}

[4]
{"formula": "C4H9NO", "method": "wB97M-V/def2-TZVPD", "e_lumo_ha": 0.0296, "energy_ha": -287.6724, "smiles": "C=C=CC.NO", "homo_energy_ev": -9.68, "gap_ev": 10.4853, "symbols": ["C", "C", "C", "C", "H", "H", "H", "H", "H", "H", "N", "O", "H", "H", "H"], "coordinates": [[0.600, -2.093, 0.099], [0.805, -0.823, 0.244], [1.000, 0.455, 0.377], [1.224, 1.401, -0.766], [-0.390, -2.508, -0.022], [1.414, -2.800, 0.097], [1.019, 0.896, 1.367], [2.183, 1.903, -0.648], [1.220, 0.872, -1.717], [0.448, 2.166, -0.784], [-2.340, 0.209, 0.794], [-2.181, -0.091, -0.576], [-1.880, -0.516, 1.343], [-1.885, 1.101, 0.987], [-1.236, -0.172, -0.795]], "nbo_charge": [-0.488, 0.062, -0.284, -0.630, 0.226, 0.225, 0.224, 0.222, 0.220, 0.219, -0.511, -0.586, 0.327, 0.324, 0.451]}

[5]
{"formula": "C37H75BClF5N10O9P3", "method": "wB97M-V/def2-TZVPD", "e_lumo_ha": -0.1179, "total_charge": 1, "energy_ha": -4687.8350, "homo_energy_ev": -9.96, "gap_ev": 6.7466, "symbols": ["C", "C", "O", "C", "O", "C", "C", "C", "N", "C", "N", "P", "O", "Cl", "N", "C", "C", "N", "C", "C", "C", "F", "F", "C", "C", "C", "C", "C", "C", "F", "F", "F", "C", "C", "C", "C", "C", "C", "C", "O", "O", "B", "O", "O", "H", "H", "H", "H", "H", "H", "H", "H", "H", "H", "H", "H", "H", "H", "H", "H", "H", "H", "H", "H", "H", "H", "H", "H", "H", "H", "H", "H", "H", "H", "H", "H", "H", "H", "H", "H", "H", "H", "H", "O", "P", "N", "C", "C", "N", "C", "C", "N", "C", "C", "H", "H", "H", "H", "H", "H", "H", "H", "H", "H", "H", "H", "H", "H", "H", "H", "H", "H", "O", "P", "N", "C", "C", "N", "C", "C", "N", "C", "C", "H", "H", "H", "H", "H", "H", "H", "H", "H", "H", "H", "H", "H", "H", "H", "H", "H", "H"], "coordinates": [[-0.809, -4.979, 5.352], [-0.023, -3.693, 5.429], [1.167, -3.775, 4.607], [1.665, -2.560, 4.272], [1.928, -1.740, 5.098], [1.895, -2.382, 2.794], [1.420, -1.004, 2.279], [0.124, -1.189, 1.460], [0.332, -1.979, 0.245], [0.970, -1.361, -0.795], [0.933, -0.051, -0.943], [1.668, 0.812, -2.293], [0.361, 1.233, -3.132], [2.292, 2.497, -1.290], [1.588, -2.163, -1.721], [3.074, -2.135, -1.751], [3.812, -1.831, -0.436], [4.287, -0.450, -0.324], [0.954, -3.495, -1.848], [1.045, -3.860, -3.362], [1.611, -4.649, -1.056], [2.692, -5.166, -1.729], [2.114, -4.211, 0.133], [0.716, -5.851, -0.737], [0.655, -6.323, 0.571], [-0.146, -7.409, 0.911], [-0.906, -8.069, -0.044], [-0.815, -7.618, -1.358], [-1.640, -8.333, -2.405], [-1.998, -7.539, -3.414], [-0.928, -9.368, -2.898], [-2.733, -8.886, -1.866], [-0.022, -6.533, -1.698], [-0.544, -3.281, -1.592], [-0.906, -2.735, -0.204], [-2.090, -1.770, -0.348], [-3.207, -2.248, -1.319], [-4.497, -1.436, -1.204], [-5.185, -1.490, 0.166], [-6.421, -2.181, -0.019], [-1.030, -3.781, 0.705], [-2.243, -4.026, 1.328], [-3.259, -4.703, 0.727], [-2.397, -3.596, 2.653], [-0.184, -5.858, 5.511], [-1.552, -4.952, 6.151], [-1.338, -5.106, 4.410], [-0.636, -2.863, 5.075], [0.295, -3.544, 6.460], [1.354, -3.166, 2.265], [2.953, -2.500, 2.559], [1.136, -0.417, 3.153], [2.161, -0.463, 1.691], [-0.542, -1.754, 2.115], [-0.392, -0.229, 1.317], [0.452, 0.534, -0.267], [0.640, 1.456, -4.033], [3.377, -1.336, -2.435], [3.500, -3.029, -2.193], [4.700, -2.470, -0.448], [3.253, -2.126, 0.448], [4.135, 0.106, -1.150], [3.986, 0.023, 0.512], [1.911, -3.371, -3.809], [0.186, -3.461, -3.894], [1.176, -4.920, -3.537], [1.195, -5.855, 1.381], [-0.169, -7.731, 1.943], [-1.534, -8.900, 0.238], [-0.035, -6.232, -2.736], [-0.836, -2.558, -2.353], [-1.129, -4.175, -1.784], [-1.707, -0.866, -0.836], [-2.493, -1.390, 0.594], [-2.838, -2.059, -2.329], [-3.382, -3.320, -1.262], [-4.311, -0.403, -1.507], [-5.207, -1.828, -1.932], [-5.444, -0.463, 0.430], [-4.547, -1.964, 0.918], [-7.023, -1.936, 0.688], [-4.075, -4.556, 1.218], [-3.112, -2.953, 2.732], [-3.336, 0.580, 3.042], [-3.741, 1.645, 4.061], [-4.327, 2.701, 2.816], [-4.160, 4.133, 2.722], [-5.624, 2.304, 2.288], [-2.105, 1.981, 4.580], [-1.231, 2.819, 3.775], [-1.423, 0.739, 4.923], [-4.433, 2.771, 5.281], [-3.652, 3.835, 5.885], [-5.146, 2.039, 6.351], [-4.816, 4.692, 3.406], [-4.398, 4.456, 1.706], [-3.133, 4.444, 2.892], [-6.447, 2.614, 2.950], [-5.675, 1.219, 2.172], [-5.790, 2.736, 1.299], [-1.254, 2.560, 2.707], [-0.203, 2.733, 4.132], [-1.476, 3.875, 3.892], [-1.067, 0.207, 4.030], [-2.086, 0.064, 5.469], [-0.569, 0.936, 5.575], [-2.844, 3.474, 6.527], [-4.331, 4.434, 6.498], [-3.237, 4.510, 5.141], [-4.457, 1.501, 7.012], [-5.834, 1.309, 5.911], [-5.746, 2.721, 6.954], [3.622, 4.397, -5.560], [3.747, 5.822, -5.081], [4.433, 6.552, -6.462], [5.404, 7.623, -6.493], [3.504, 6.662, -7.579], [4.918, 5.532, -3.806], [6.348, 5.577, -4.088], [4.620, 4.313, -3.064], [3.193, 7.329, -4.328], [3.990, 8.048, -3.352], [1.811, 7.199, -3.824], [4.966, 8.608, -6.268], [5.844, 7.680, -7.490], [6.236, 7.449, -5.817], [2.819, 7.514, -7.456], [2.904, 5.755, -7.671], [4.044, 6.778, -8.519], [6.624, 5.017, -4.990], [6.907, 5.170, -3.243], [6.700, 6.605, -4.181], [4.959, 3.409, -3.587], [3.547, 4.215, -2.904], [5.093, 4.347, -2.079], [4.120, 7.505, -2.412], [3.480, 8.990, -3.134], [4.969, 8.315, -3.744], [1.755, 6.554, -2.937], [1.168, 6.769, -4.598], [1.396, 8.176, -3.572]], "mulliken_charge": [-1.200, 0.248, -0.329, -0.007, -0.589, 0.910, -1.172, -1.319, 1.630, -1.304, 0.702, 0.278, -0.412, -0.257, 0.373, -1.622, 0.265, -0.605, -0.334, -1.762, 1.269, -0.402, -0.181, 0.507, -0.612, -0.756, -0.952, -0.058, 0.883, -0.263, -0.265, -0.271, -0.556, -2.427, 1.109, -0.650, -0.730, -1.452, 0.550, -0.607, 0.172, 0.422, -0.774, -0.433, 0.358, 0.398, 0.098, -0.032, 0.364, -0.840, 0.579, 0.966, -0.163, 0.540, 0.409, 0.439, 0.392, 0.909, 0.538, 0.435, -0.497, 0.150, 0.350, 0.411, 0.341, 0.461, 0.439, 0.485, 0.506, 0.424, 1.428, 0.605, 0.629, 0.314, 0.405, 0.507, 0.385, 0.603, -0.041, -0.094, 0.342, 0.277, 0.154, -0.499, 0.518, 0.324, -0.934, -1.109, 0.225, -1.210, -1.512, -0.027, -0.920, -1.060, 0.329, 0.380, 0.177, 0.290, 0.217, 0.397, 0.295, 0.428, 0.309, 0.397, 0.392, 0.568, 0.296, 0.392, 0.276, 0.352, 0.341, 0.378, -0.851, 0.717, 0.118, -0.828, -1.122, 0.256, -1.175, -1.060, 0.025, -0.851, -0.996, 0.301, 0.384, 0.143, 0.335, 0.321, 0.360, 0.366, 0.380, 0.304, 0.340, 0.140, 0.467, 0.281, 0.416, 0.239, 0.309, 0.328, 0.357]}